Record 1
C16H44CrN3O10S5 as an isolated structure in a non-equilibrium geometry. Source: the OMol25 dataset; level of theory: the ωB97M-V functional and the def2-TZVPD basis.

Geometry as ORCA input:
```
! RIJCOSX wB97M-V def2-TZVPD def2/J DEFGRID3
* xyz 1 9
Cr 1.186 2.788 -1.234
S -2.121 3.882 -1.568
S -0.853 1.562 4.562
S 0.075 -0.588 -4.695
S -3.997 -2.001 -0.406
S 0.212 -2.992 4.308
O -0.143 -0.922 0.175
O 0.312 0.862 -0.788
O 1.462 -2.117 4.377
O -0.929 1.772 6.060
O -0.920 0.878 0.920
O -0.870 3.069 -1.749
O -5.130 -2.739 0.385
O 2.471 2.126 0.444
O 2.727 1.487 -2.380
O -0.299 -1.010 -6.123
N 3.192 0.917 2.289
N 3.563 -0.634 -2.516
N -0.251 0.247 0.136
C -2.551 1.594 3.811
C -1.422 0.210 -3.841
C 2.842 -1.180 -1.387
C 1.908 0.416 2.634
C 0.748 -4.653 4.981
C 4.677 2.467 1.195
C -4.570 -2.114 -2.150
C 0.252 -2.146 -3.774
C 3.351 1.815 1.296
C -0.082 -3.539 2.578
C 4.309 1.052 -4.086
C -0.472 3.176 3.699
C 3.418 0.623 -2.902
C -2.813 3.330 0.124
C -3.322 2.952 -2.633
C -2.636 -3.207 -0.756
H 3.139 -2.211 -1.192
H -0.409 -2.951 -4.094
H -4.742 -3.101 -2.579
H -3.163 0.787 4.214
H -3.726 3.859 0.395
H 1.571 -5.041 4.381
H -1.335 3.814 3.506
H -1.831 -2.773 -1.349
H -2.562 1.451 2.731
H 1.756 0.538 3.706
H -0.402 -2.681 1.985
H 4.473 3.530 1.322
H -0.837 -4.324 2.528
H 0.293 3.796 4.166
H 1.115 0.920 2.082
H -2.919 -4.132 -1.258
H -0.005 -2.074 -2.717
H -0.115 -5.312 4.888
H 3.915 0.711 2.965
H 1.302 -2.424 -3.869
H -2.129 -3.533 0.152
H 5.079 2.432 0.182
H -4.379 3.171 -2.481
H -3.087 2.282 0.003
H 4.293 -1.209 -2.913
H -3.244 1.866 -2.599
H -3.760 -1.662 -2.723
H -1.232 0.669 -2.870
H -2.077 3.408 0.924
H -3.116 2.514 3.960
H 1.786 -1.191 -1.657
H 4.900 1.952 -3.918
H 5.423 2.100 1.900
H -5.524 -1.633 -2.364
H 1.876 -0.633 2.339
H -0.125 3.063 2.672
H -3.054 3.451 -3.565
H 0.837 -3.872 2.097
H -1.647 1.128 -4.384
H 1.084 -4.567 6.015
H 2.944 -0.562 -0.495
H 5.008 0.245 -4.306
H -2.328 -0.396 -3.846
H 3.629 1.210 -4.923
*
```

Properties
Gap between HOMO and LUMO (alpha / beta) ... 2.370 / 3.411 eV
HOMO (alpha / beta) ... -5.96 / -10.91 eV
Energy above the lowest of the compared OMol25 structures with the same formula, charge and spin ... 386.2 kJ/mol
LUMO (alpha / beta) ... -3.6 / -7.5 eV
Expectation value of S² ... 20.02

Charges in e, computed with Mulliken, in the same order as the atoms:
1 Cr 0.11
2 S 0.23
3 S 0.60
4 S 0.53
5 S 0.61
6 S 0.36
7 O -0.51
8 O 0.52
9 O -0.24
10 O -0.68
11 O -0.57
12 O -0.49
13 O -0.68
14 O 0.05
15 O -0.35
16 O -0.66
17 N -0.06
18 N -0.05
19 N 0.66
20 C -0.93
21 C -0.80
22 C -0.05
23 C 0.15
24 C -1.00
25 C -1.27
26 C -0.47
27 C -0.30
28 C 0.64
29 C -0.64
30 C -1.23
31 C -0.89
32 C 0.49
33 C -0.52
34 C -0.79
35 C -0.28
36 H 0.37
37 H 0.45
38 H 0.39
39 H 0.38
40 H 0.55
41 H 0.34
42 H 0.40
43 H -0.12
44 H 0.17
45 H 0.39
46 H -0.10
47 H 0.32
48 H 0.53
49 H 0.42
50 H -0.86
51 H 0.46
52 H -0.41
53 H 0.36
54 H 0.33
55 H 0.30
56 H 0.03
57 H 0.27
58 H 0.44
59 H 0.11
60 H 0.25
61 H 0.09
62 H -0.15
63 H -0.05
64 H -0.02
65 H 0.43
66 H -0.22
67 H 0.30
68 H 0.38
69 H 0.37
70 H 0.18
71 H 0.04
72 H 0.36
73 H 0.40
74 H 0.48
75 H 0.38
76 H -0.15
77 H 0.41
78 H 0.26
79 H 0.26

=====

Record 2
A 4-piece molecular cluster, C16H44N4O4 overall in a non-equilibrium geometry. Source: the OMol25 dataset; level of theory: the ωB97M-V functional and the def2-TZVPD basis.

Geometry as ORCA input:
```
! RIJCOSX wB97M-V def2-TZVPD def2/J DEFGRID3
* xyz 0 1
O 11.952 2.510 4.527
O 14.736 -4.131 3.127
O 16.545 3.021 7.378
O 19.112 0.432 2.868
N 16.381 0.879 3.740
N 16.913 5.834 6.901
N 14.750 -4.636 0.457
N 14.071 -0.429 5.478
C 12.880 1.803 5.420
C 12.106 3.945 4.622
C 19.811 -0.753 2.617
C 17.397 3.856 8.163
C 11.591 -0.396 5.352
C 14.593 -3.034 2.210
C 15.884 1.974 8.085
C 16.987 1.694 2.623
C 12.908 0.329 4.975
C 17.726 2.823 3.254
C 13.966 -3.903 4.262
C 17.948 0.659 2.004
C 19.209 5.687 7.868
C 18.002 4.898 7.257
C 15.318 -3.384 0.923
C 15.182 -2.169 0.038
H 11.685 -0.871 6.328
H 15.130 2.226 8.830
H 18.460 2.596 4.027
H 12.981 -4.259 3.963
H 16.228 5.169 6.572
H 17.112 0.512 4.332
H 14.358 -4.651 4.951
H 13.131 0.191 3.917
H 20.691 -0.840 3.254
H 14.063 -2.873 4.607
H 13.570 -2.707 2.025
H 14.205 -1.806 -0.281
H 16.384 -3.482 1.129
H 14.137 -1.275 4.930
H 15.620 -1.253 0.434
H 11.627 4.474 5.445
H 15.964 0.139 3.194
H 16.801 4.291 8.965
H 14.615 -5.161 1.309
H 16.563 6.300 7.726
H 18.757 5.915 8.834
H 17.433 -0.259 1.721
H 16.950 3.539 3.526
H 15.351 1.382 7.342
H 16.542 1.285 8.613
H 19.184 -1.644 2.657
H 15.634 -2.437 -0.917
H 13.877 2.245 5.418
H 13.800 -4.658 0.112
H 10.696 0.227 5.373
H 16.221 2.063 1.941
H 12.587 1.907 6.465
H 20.116 5.101 8.015
H 14.910 0.105 5.300
H 19.459 6.509 7.198
H 14.997 -2.142 2.687
H 11.208 -1.142 4.655
H 18.276 0.811 0.976
H 20.252 -0.700 1.621
H 11.766 4.207 3.620
H 13.153 4.214 4.762
H 18.322 3.370 2.523
H 18.307 4.523 6.280
H 18.148 3.189 8.587
*
```

Properties
Gap between HOMO and LUMO ... 9.608 eV
HOMO ... -8.92 eV
Energy above the lowest of the compared OMol25 structures with the same formula, charge and spin ... 277.2 kJ/mol
LUMO ... 0.7 eV

Charges in e, computed with natural (NBO), in the same order as the atoms:
1 O -0.55
2 O -0.56
3 O -0.55
4 O -0.56
5 N -0.85
6 N -0.83
7 N -0.84
8 N -0.85
9 C -0.07
10 C -0.25
11 C -0.24
12 C -0.08
13 C -0.64
14 C -0.07
15 C -0.26
16 C -0.08
17 C -0.07
18 C -0.62
19 C -0.24
20 C -0.08
21 C -0.62
22 C -0.07
23 C -0.08
24 C -0.63
25 H 0.21
26 H 0.17
27 H 0.23
28 H 0.17
29 H 0.36
30 H 0.37
31 H 0.20
32 H 0.18
33 H 0.20
34 H 0.16
35 H 0.17
36 H 0.21
37 H 0.19
38 H 0.34
39 H 0.21
40 H 0.17
41 H 0.34
42 H 0.16
43 H 0.37
44 H 0.34
45 H 0.20
46 H 0.16
47 H 0.22
48 H 0.20
49 H 0.17
50 H 0.17
51 H 0.22
52 H 0.18
53 H 0.36
54 H 0.22
55 H 0.21
56 H 0.17
57 H 0.21
58 H 0.38
59 H 0.23
60 H 0.15
61 H 0.21
62 H 0.17
63 H 0.16
64 H 0.20
65 H 0.17
66 H 0.21
67 H 0.20
68 H 0.17

=====

Record 3
C16H44N5NaO7 as an isolated structure in a non-equilibrium geometry. Source: the OMol25 dataset; level of theory: the ωB97M-V functional and the def2-TZVPD basis.

Geometry as ORCA input:
```
! RIJCOSX wB97M-V def2-TZVPD def2/J DEFGRID3
* xyz 0 1
Na -0.675 -0.106 1.150
O -3.267 0.917 1.114
O 0.488 1.786 2.098
O 0.741 3.786 2.885
O 4.452 -2.044 1.954
O -4.075 -0.600 -3.196
O 4.437 2.727 -2.406
O 0.385 3.508 0.771
N 2.415 -0.386 -2.438
N -1.967 -0.930 3.169
N 0.558 3.038 1.903
N 1.095 -1.573 0.377
N -1.112 0.354 -1.350
C 5.689 -2.713 1.760
C -1.484 -1.956 -2.095
C -4.057 -0.868 4.435
C 3.517 -2.042 0.889
C 3.762 3.756 -3.087
C -3.402 -0.597 3.047
C -3.438 -0.314 -1.971
C -3.593 0.815 2.474
C 2.554 1.085 -2.371
C -5.470 -0.298 -3.218
C 2.169 -1.538 1.407
C 3.996 1.441 -2.807
C 1.730 -2.507 2.516
C -3.593 2.249 0.671
C -1.932 -0.504 -2.236
C 2.181 1.536 -0.963
H -3.134 1.544 3.154
H -0.122 0.248 -1.544
H -3.431 2.393 -0.392
H -4.680 0.974 2.529
H -0.440 -1.940 -2.422
H 1.054 -2.513 -0.016
H -4.538 2.683 0.999
H 1.533 -1.095 -0.414
H -2.790 2.801 1.174
H -5.795 -0.534 -4.229
H 2.427 2.605 -1.003
H -5.703 0.750 -3.021
H -1.269 1.339 -1.544
H 2.473 -2.662 3.294
H -1.558 -2.252 -1.049
H -3.897 -0.849 -1.135
H 4.040 4.659 -2.546
H -1.700 -0.009 -3.182
H 3.310 -0.777 -2.162
H -4.524 -1.853 4.468
H -3.538 0.765 -1.794
H 3.865 -1.386 0.088
H -3.797 -1.328 2.338
H -1.639 -0.407 3.981
H 2.684 3.613 -3.203
H -2.024 -2.617 -2.769
H -3.341 -0.810 5.254
H 4.758 0.813 -2.338
H -5.861 -1.012 -2.488
H 4.075 1.367 -3.899
H 4.044 3.895 -4.142
H -1.946 -1.881 3.532
H 1.619 -3.494 2.053
H 0.777 -2.181 2.932
H 2.307 -0.587 1.923
H 1.810 1.514 -3.045
H -4.858 -0.158 4.656
H 6.263 -2.133 1.030
H 3.438 -3.082 0.553
H 1.121 1.536 -0.687
H 2.270 -0.750 -3.375
H 2.862 1.206 -0.177
H 6.312 -2.680 2.652
H 5.437 -3.739 1.488
*
```

Properties
Gap between HOMO and LUMO ... 7.781 eV
HOMO ... -7.78 eV
Energy above the lowest of the compared OMol25 structures with the same formula, charge and spin ... 91.5 kJ/mol
LUMO ... 0.0 eV

Charges in e, computed with Mulliken, in the same order as the atoms:
1 Na 0.64
2 O 0.03
3 O -0.59
4 O -0.67
5 O -0.36
6 O -0.40
7 O -0.36
8 O -0.62
9 N -0.38
10 N -0.43
11 N 0.89
12 N -0.28
13 N -0.01
14 C -0.72
15 C -1.35
16 C -1.41
17 C -0.60
18 C -0.74
19 C 0.33
20 C -0.25
21 C -1.12
22 C 0.05
23 C -0.75
24 C 0.48
25 C -0.91
26 C -1.39
27 C -0.96
28 C 0.26
29 C -0.60
30 H 0.43
31 H -0.40
32 H 0.26
33 H 0.48
34 H 0.26
35 H 0.33
36 H 0.38
37 H -0.15
38 H 0.39
39 H 0.27
40 H 0.60
41 H 0.26
42 H 0.28
43 H 0.37
44 H 0.21
45 H 0.41
46 H 0.25
47 H 0.34
48 H 0.24
49 H 0.36
50 H 0.06
51 H 0.31
52 H 0.28
53 H 0.19
54 H 0.31
55 H 0.46
56 H 0.35
57 H 0.38
58 H 0.32
59 H 0.39
60 H 0.32
61 H 0.23
62 H 0.41
63 H 0.12
64 H 0.32
65 H 0.28
66 H 0.39
67 H 0.27
68 H 0.42
69 H -0.04
70 H 0.25
71 H 0.09
72 H 0.25
73 H 0.31

=====

Record 4
A 10-piece molecular cluster, C16H44N8O20 overall in a non-equilibrium geometry. Source: the OMol25 dataset; level of theory: the ωB97M-V functional and the def2-TZVPD basis.

Geometry as ORCA input:
```
! RIJCOSX wB97M-V def2-TZVPD def2/J DEFGRID3
* xyz 0 1
O -9.623 -9.785 -25.930
O -6.195 -6.970 -20.143
O -3.543 -0.299 -22.591
O -5.603 -9.941 -21.806
O -3.058 -5.239 -30.946
O -1.041 -7.426 -24.414
O -8.064 -2.609 -25.548
O -4.431 -13.526 -25.651
O -6.803 -13.768 -23.721
O -4.532 -6.069 -19.128
O -5.950 -2.546 -25.378
O -2.168 -9.583 -28.645
O -4.227 -9.613 -28.049
O -3.413 -2.458 -22.881
O -7.023 -8.508 -22.752
O 0.514 -8.948 -24.020
O -8.597 -11.115 -24.535
O -5.358 -7.476 -26.362
O -3.271 -5.332 -26.838
O -2.852 -3.072 -30.830
N -3.015 -1.308 -22.900
N -8.666 -10.432 -25.549
N -2.500 -4.221 -30.571
N -6.712 -9.321 -21.897
N -0.243 -8.295 -24.788
N -7.026 -2.061 -25.303
N -3.321 -9.352 -28.834
N -5.169 -6.350 -20.156
C -2.921 -4.722 -25.654
C -4.628 -5.317 -27.138
C -7.400 -10.263 -26.371
C -1.706 -1.233 -23.605
C -1.352 -4.354 -29.638
C -4.417 -7.857 -25.419
C -3.647 -8.799 -30.159
C -4.386 -13.579 -24.188
C -4.619 -5.828 -21.389
C -7.795 -9.692 -20.885
C -5.576 -6.075 -26.267
C -0.371 -8.721 -26.279
C -7.498 -14.191 -24.939
C -3.526 -12.635 -26.189
C -7.227 -0.695 -24.972
C -5.506 -14.304 -23.531
H -3.451 -14.092 -23.960
H -3.394 -7.493 -25.517
H -7.497 -10.922 -27.233
H -1.412 -8.679 -26.600
H -0.673 -3.502 -29.642
H -4.593 -9.189 -30.535
H -3.558 -7.712 -30.142
H -4.794 -7.766 -24.400
H -2.532 -12.660 -25.743
H -0.711 -5.201 -29.880
H -1.787 -0.552 -24.452
H -1.953 -4.222 -25.677
H 0.080 -9.712 -26.225
H -1.844 -4.400 -28.666
H -7.385 -10.560 -20.367
H -2.893 -5.480 -24.871
H -8.113 -8.804 -20.340
H -2.815 -9.210 -30.730
H -5.535 -5.782 -25.218
H -6.566 -10.668 -25.798
H -4.896 -4.263 -27.197
H -7.545 -15.225 -25.280
H -5.059 -4.882 -21.705
H -4.844 -6.512 -22.207
H -5.350 -14.281 -22.453
H -8.150 -0.444 -25.494
H -7.267 -13.692 -25.881
H -4.282 -8.934 -25.520
H -1.028 -0.753 -22.899
H -7.132 -0.685 -23.886
H -3.448 -12.776 -27.267
H -3.744 -4.030 -25.476
H -4.594 -5.697 -28.159
H -1.392 -2.247 -23.854
H -7.241 -9.209 -26.601
H -6.564 -5.699 -26.532
H -5.550 -15.348 -23.841
H -3.839 -11.644 -25.859
H -6.360 -0.275 -25.481
H -8.665 -10.141 -21.364
H -3.561 -5.576 -21.319
H -4.297 -12.533 -23.895
H 0.208 -7.930 -26.754
H -8.566 -13.993 -24.844
*
```

Properties
Gap between HOMO and LUMO ... 9.294 eV
HOMO ... -9.43 eV
Energy above the lowest of the compared OMol25 structures with the same formula, charge and spin ... 255.9 kJ/mol
LUMO ... -0.1 eV

Charges in e, computed with Mulliken, in the same order as the atoms:
1 O -0.60
2 O -0.53
3 O -0.55
4 O -0.56
5 O -0.53
6 O -0.46
7 O -0.56
8 O -0.39
9 O -0.28
10 O -0.56
11 O -0.50
12 O -0.59
13 O -0.33
14 O -0.46
15 O -0.41
16 O -0.54
17 O -0.52
18 O -0.20
19 O -0.17
20 O -0.53
21 N 0.90
22 N 1.01
23 N 0.89
24 N 0.89
25 N 0.79
26 N 0.88
27 N 0.90
28 N 0.93
29 C -0.49
30 C -0.76
31 C -0.69
32 C -0.76
33 C -0.48
34 C 0.44
35 C -0.79
36 C -0.36
37 C -0.26
38 C -0.85
39 C -0.39
40 C -0.35
41 C -0.85
42 C -0.29
43 C -0.73
44 C -0.63
45 H 0.35
46 H -0.10
47 H 0.36
48 H -0.08
49 H 0.32
50 H 0.28
51 H 0.22
52 H -0.05
53 H 0.41
54 H 0.26
55 H 0.30
56 H 0.18
57 H 0.32
58 H 0.03
59 H 0.35
60 H 0.04
61 H 0.27
62 H 0.35
63 H 0.23
64 H 0.13
65 H 0.48
66 H 0.36
67 H 0.29
68 H -0.19
69 H 0.29
70 H 0.31
71 H 0.27
72 H -0.32
73 H 0.32
74 H 0.29
75 H 0.26
76 H 0.30
77 H 0.33
78 H 0.25
79 H 0.27
80 H 0.50
81 H 0.37
82 H -0.13
83 H 0.28
84 H 0.33
85 H 0.32
86 H 0.32
87 H 0.27
88 H 0.35